No. 1
ClH40O24 | ωB97M-V with the def2-TZVPD basis set

The geometry in XYZ format:
```
65
Properties=species:S:1:pos:R:3:forces:R:3:nbo_charge:R:1
Cl 0.1129 0.0157 0.1465 0.07 0.47 0.82 2.447
O 0.0825 1.3934 0.7817 -0.11 -3.45 -1.87 -0.846
O -0.9139 -0.0944 -0.9184 0.91 0.32 1.81 -0.867
O 1.4195 -0.2615 -0.4658 -1.52 0.53 0.82 -0.832
O -0.1491 -0.9996 1.2424 -0.05 2.01 -2.10 -0.852
O -3.3667 1.5743 0.0013 0.17 -0.24 -0.17 -0.939
H -4.1747 1.4267 0.4664 -1.18 0.74 0.64 0.473
H -3.1371 0.6526 -0.0974 1.03 -0.78 -0.40 0.489
O -2.0379 2.2028 -2.2999 -0.31 0.25 -0.71 -0.996
H -2.2089 1.6788 -3.1029 -0.32 0.13 0.78 0.486
H -2.5386 1.8634 -1.5341 -0.01 -0.10 -0.41 0.517
O 0.5343 -3.1750 3.2997 0.48 0.20 -0.02 -0.969
H -0.3521 -3.3224 2.9576 -0.22 -0.11 0.48 0.507
H 0.7295 -3.7271 4.0603 -0.47 -0.15 -0.16 0.480
O -3.6619 -0.6739 -1.8848 -0.68 1.85 -0.02 -0.957
H -4.2104 -1.4438 -1.9253 -0.29 -1.08 -0.02 0.490
H -4.2931 0.0631 -2.0384 0.62 -0.54 0.12 0.475
O 0.7452 -3.3553 -0.6182 1.19 -0.69 -0.33 -0.994
H -0.1600 -3.1426 -0.4650 -1.48 0.22 0.14 0.496
H 1.1360 -3.6180 0.2265 0.12 0.23 -0.02 0.492
O -1.4372 3.1136 2.1338 -0.48 0.88 0.35 -0.992
H -1.0905 2.2456 2.3127 0.39 -0.36 0.23 0.483
H -0.9040 3.4348 1.3959 -0.26 -0.03 -0.18 0.488
O -0.8014 4.0713 -0.4331 1.06 0.08 0.30 -0.965
H -1.4495 4.7623 -0.5023 -0.55 0.15 -0.23 0.472
H -1.0778 3.3209 -0.9648 -0.24 0.00 -0.21 0.501
O -2.1350 -2.1443 3.6703 0.49 -0.79 -0.41 -0.965
H -1.9286 -1.2317 3.4681 0.51 0.50 0.09 0.484
H -2.9822 -2.1195 4.0773 -1.05 -0.10 0.50 0.459
O -1.1885 0.4800 3.2908 -0.87 0.26 1.22 -0.976
H -0.9760 0.1078 2.4346 0.00 -0.21 -0.94 0.502
H -2.1202 0.7492 3.3342 0.51 0.07 -0.35 0.481
O -1.5404 -1.6936 -3.3034 -1.33 -1.10 -0.83 -0.976
H -0.6445 -1.4208 -3.1962 1.71 0.17 -0.05 0.500
H -2.0367 -0.9631 -2.9689 -0.74 0.66 0.37 0.472
O 1.9370 3.0592 1.8251 0.25 2.54 1.35 -0.958
H 1.3879 2.6360 1.1765 -0.54 -0.06 -0.57 0.490
H 1.5639 3.9779 2.0141 0.57 -2.16 -0.61 0.461
O 2.1661 2.6738 -1.2672 1.08 1.51 0.84 -0.974
H 1.8632 3.5923 -1.3729 0.54 -0.17 0.46 0.472
H 1.4945 2.2684 -1.7731 -1.42 -1.39 -1.32 0.483
O 0.4726 1.6459 -3.1981 -0.11 1.64 -0.45 -1.003
H 0.5593 0.7199 -3.0193 -0.19 -1.24 0.11 0.482
H -0.4344 1.8749 -2.9444 0.41 0.00 0.31 0.484
O 1.4574 -0.2028 4.0152 1.46 0.76 0.41 -0.943
H 0.5666 -0.2848 3.7309 -1.15 -0.16 -0.23 0.478
H 1.7130 -1.0501 4.3610 0.01 -0.57 -0.01 0.461
O 3.6593 0.4154 1.0761 1.52 -0.27 -0.63 -0.959
H 3.3234 0.1024 1.9045 -0.70 -0.09 0.58 0.485
H 3.0715 1.0558 0.6996 -0.58 0.55 0.16 0.475
O 0.9475 -0.9739 -3.1221 1.08 0.66 -1.33 -0.971
H 1.6278 -0.6240 -3.7537 -0.72 -0.84 0.95 0.497
H 1.3177 -0.8515 -2.2396 0.31 -0.33 0.36 0.517
O 2.3580 -2.4017 1.4113 0.43 -0.76 0.80 -0.981
H 1.9913 -1.8570 0.7231 0.10 0.46 -0.33 0.483
H 1.6695 -2.4887 2.0881 0.17 0.15 -0.18 0.483
O 3.7214 -0.0456 -2.2541 0.38 -1.19 -0.42 -0.932
H 3.2484 0.6742 -1.9211 -1.54 1.82 1.74 0.492
H 4.2020 0.4020 -2.9161 1.33 0.30 -1.45 0.470
O 3.1810 -2.5410 -1.6082 0.97 0.12 -0.49 -1.012
H 3.3931 -1.5979 -1.7839 -0.46 -1.07 0.43 0.483
H 2.2683 -2.6701 -1.3408 -0.29 0.16 0.01 0.486
O -2.0039 -2.7948 -0.8707 -0.67 0.34 2.04 -0.989
H -1.8710 -2.5685 -1.7854 0.36 0.28 -1.28 0.495
H -2.0955 -1.9152 -0.4360 0.25 -0.97 -0.49 0.477
```
Forces are in eV/Å.

Output
DFT total energy (Ha): -2289.78227
E_LUMO (eV): 1.585
Kohn-Sham gap (eV): 8.13
Energy above the lowest of the compared OMol25 structures with the same formula, charge and spin (kcal/mol): 5.9
Total charge: -1
Spin multiplicity: 1

No. 2
C21H23ClN2O2 | ωB97M-V with the def2-TZVPD basis set

The geometry in XYZ format:
```
49
Properties=species:S:1:pos:R:3:forces:R:3:nbo_charge:R:1
O 4.8594 3.8743 0.3878 0.16 -0.80 -0.07 -0.567
Cl -4.9487 -2.2528 -3.7668 -0.16 0.71 1.60 0.008
O 3.3926 -0.5363 1.5265 1.29 0.96 -0.31 -0.495
C 4.8688 2.6661 0.5918 -0.26 2.03 -0.13 0.533
C 3.7275 1.8754 0.9496 0.01 -2.76 0.77 -0.446
C -4.6984 -1.4797 -2.1877 1.26 0.30 0.43 0.160
C 4.1329 0.5700 1.1613 -1.83 0.50 -0.33 0.448
C -3.4882 -1.1237 -1.6351 0.08 -0.59 -1.57 -0.113
C -4.6244 0.9103 1.7699 -1.24 -0.92 -1.11 -0.208
C -5.5622 0.3043 0.8972 -0.35 0.08 0.48 -0.237
C -3.2510 0.7792 1.5318 -0.20 0.16 -0.62 -0.228
C -3.7576 -0.4597 -0.4157 1.37 -0.52 -0.88 -0.048
C -5.1048 -0.4046 -0.2149 -0.97 -0.03 0.01 0.133
C -2.8048 0.1082 0.3993 0.83 0.87 0.82 -0.008
N -5.6951 -1.0767 -1.2967 -0.87 0.12 -0.06 -0.553
N 0.3300 -1.2892 -1.4227 -0.04 -0.82 0.47 -0.458
C 0.7852 -0.3221 -2.4494 0.06 0.28 1.42 -0.415
C 6.0852 1.8030 0.6089 0.90 -0.26 0.45 -0.496
C 5.5805 0.3876 0.8263 0.03 -0.36 0.75 -0.464
C -2.0757 -1.1702 -2.1626 -0.39 -1.61 1.05 -0.420
C -1.3372 0.0553 -0.0282 0.38 -1.41 0.21 -0.240
C 2.0193 -0.3950 1.9237 -0.22 0.77 0.26 -0.050
C 1.2222 -1.4387 -0.2503 0.23 0.98 -0.25 -0.203
C -0.3864 -0.0899 1.2008 -0.17 -0.55 -0.90 -0.388
C -1.0853 -1.2205 -0.9581 0.03 1.87 -1.23 -0.016
C 1.0685 -0.2661 0.7467 0.05 -0.59 0.32 -0.276
H 2.7300 2.2244 1.0758 -0.41 0.43 0.02 0.229
H -5.0357 1.4790 2.5952 0.28 -0.04 0.06 0.218
H -6.6385 0.3484 1.0633 0.26 0.28 0.24 0.212
H -2.5486 1.3079 2.1456 0.17 0.07 0.38 0.208
H -6.6874 -1.1123 -1.4987 0.41 -0.01 0.10 0.420
H 0.6204 0.7192 -2.1091 -0.03 -0.12 -0.33 0.165
H 1.8779 -0.4072 -2.5850 -0.51 -0.26 0.03 0.209
H 0.2908 -0.4630 -3.4071 -0.05 -0.16 0.06 0.207
H 6.6764 2.1015 1.4884 -0.03 0.12 -0.37 0.238
H 6.7086 1.9058 -0.2796 -0.10 0.16 0.07 0.239
H 5.6971 -0.1930 -0.0677 -0.07 -0.56 -0.47 0.229
H 6.1126 -0.1246 1.6337 -0.10 -0.07 -0.12 0.227
H -1.9477 -2.0101 -2.8565 0.16 0.00 0.28 0.230
H -1.9243 -0.2988 -2.7268 0.42 1.41 -0.81 0.211
H -1.0551 0.9771 -0.5871 -0.24 -0.54 0.25 0.214
H 1.9486 0.4655 2.6120 -0.08 -0.10 -0.32 0.185
H 1.7329 -1.2581 2.5046 0.42 -0.57 0.20 0.192
H 1.0326 -2.3719 0.2856 -0.34 -0.14 -0.16 0.192
H 2.2880 -1.4835 -0.5443 -0.58 -0.01 -0.24 0.210
H -0.4798 0.7975 1.7828 0.06 0.74 0.70 0.206
H -0.7200 -0.9349 1.8393 0.15 0.26 -0.38 0.205
H -1.3361 -2.1071 -0.3793 0.30 -0.18 0.16 0.202
H 1.4049 0.6298 0.2812 -0.07 0.89 -0.92 0.201
```
Forces are in eV/Å.

Output
DFT total energy (Ha): -1534.19035
E_LUMO (eV): 0.629
Kohn-Sham gap (eV): 8.48
SMILES: CN1C[C@H](COC2=CC(=O)CC2)C[C@@H]2c3cccc4[nH]c(Cl)c(c34)C[C@H]21
Energy above the lowest of the compared OMol25 structures with the same formula, charge and spin (kcal/mol): 52.8
Total charge: 0
Spin multiplicity: 1